# 1
A 2-piece molecular cluster, C15H24N5O2S overall in a non-equilibrium geometry, computed with ωB97M-V/def2-TZVPD.

## Properties
E_tot, a.u.: -1408.1066
ΔE to the lowest compared entry with this formula, charge and spin, kcal/mol: 0.0
HOMO-LUMO gap, eV: 8.6
Net charge: +1
LUMO, Eh: -0.1111
E_HOMO, eV: -11.6057
Largest force on an atom, eV/Å: 1.78

Atoms and positions in Å:
1 C 6.5934 -0.4082 0.4151
2 C 5.6514 0.3964 -0.4329
3 O 5.9022 1.4955 -0.8781
4 O 4.4231 -0.2086 -0.6695
5 C 4.5038 -1.2908 -1.6314
6 C 4.0995 -2.5705 -0.9546
7 C 2.6887 -2.4688 -0.3361
8 C 1.8812 -3.7118 -0.6621
9 C 0.5716 -3.8607 0.1305
10 N -0.5721 -3.2684 -0.5585
11 C -1.1656 -2.0912 -0.4304
12 N -2.2127 -1.7665 -1.1702
13 C -2.5451 -0.5510 -0.7868
14 N -1.7797 -0.1084 0.1594
15 N -1.8792 1.1132 0.8376
16 N -0.8321 -1.0741 0.4218
17 S 0.3550 -0.7920 1.5926
18 H 7.4638 0.2034 0.5908
19 H 6.8952 -1.2872 -0.1427
20 H 6.1411 -0.6898 1.3550
21 H 3.8088 -1.0440 -2.4212
22 H 5.5097 -1.3446 -2.0263
23 H 4.8374 -2.8696 -0.2217
24 H 4.0741 -3.3571 -1.7056
25 H 2.7987 -2.3052 0.7260
26 H 2.2299 -1.6056 -0.8061
27 H 2.4660 -4.5942 -0.4402
28 H 1.6369 -3.6966 -1.7157
29 H 0.3708 -4.9226 0.1563
30 H 0.6640 -3.5595 1.1623
31 H -0.9923 -3.8445 -1.2649
32 H -3.3829 -0.0390 -1.2154
33 H -1.0184 1.6424 0.7611
34 H -2.6389 1.6122 0.3961
35 H -0.2777 -1.2931 2.6753
36 C -6.5703 5.2630 0.2461
37 C -5.5562 4.8299 -0.5951
38 C -4.5060 4.0819 -0.0826
39 C -4.4766 3.7607 1.2685
40 C -5.4920 4.1921 2.1093
41 C -6.5371 4.9463 1.5976
42 H -7.3874 5.8497 -0.1514
43 H -5.5827 5.0777 -1.6479
44 H -3.7081 3.7536 -0.7406
45 H -3.6575 3.1764 1.6727
46 H -5.4683 3.9415 3.1615
47 H -7.3274 5.2881 2.2523



# 2
C4H14N2O as an isolated structure in a non-equilibrium geometry, computed with ωB97M-V/def2-TZVPD.

## Properties
E_tot, a.u.: -345.4580
ΔE to the lowest compared entry with this formula, charge and spin, kcal/mol: 74.2
HOMO-LUMO gap, eV: 7.0
LUMO, Eh: 0.0122
E_HOMO, eV: -6.6321
Largest force on an atom, eV/Å: 2.37

Atoms and positions in Å:
1 N -1.3836 1.0008 -0.8110
2 C -1.3929 1.8228 0.4850
3 O -2.1704 2.8496 0.4745
4 H -0.9375 1.5552 -1.5389
5 H -2.3872 0.9768 -1.0858
6 H -1.5695 1.0652 1.3296
7 H -0.2683 2.0668 0.6626
8 C 2.3431 -0.5066 0.1808
9 C 1.0950 -1.2497 -0.4077
10 C 1.4400 -2.7384 -0.3209
11 N -0.1476 -0.8787 0.3675
12 H 2.2510 0.5820 0.3479
13 H 2.6245 -0.9101 1.1733
14 H 3.2572 -0.5835 -0.4368
15 H 1.0481 -0.8495 -1.4294
16 H 1.5753 -3.0175 0.7412
17 H 2.3894 -2.9385 -0.8459
18 H 0.6620 -3.3711 -0.7821
19 H 0.0380 -0.4103 1.2781
20 H -0.7832 -0.1063 -0.2750
21 H -0.7285 -1.6794 0.5465



# 3
A 16-piece molecular cluster, C48H128O16 overall in a non-equilibrium geometry, computed with ωB97M-V/def2-TZVPD.

## Properties
E_tot, a.u.: -3109.3415
ΔE to the lowest compared entry with this formula, charge and spin, kcal/mol: 104.9
HOMO-LUMO gap, eV: 10.3
LUMO, Eh: 0.0227
E_HOMO, eV: -9.6828
Largest force on an atom, eV/Å: 3.96

Atoms and positions in Å:
1 C 1.4261 5.3400 -1.6029
2 C 0.8896 3.9759 -1.9966
3 C 1.3287 3.5770 -3.3804
4 O 1.2827 2.9882 -1.0304
5 H 2.4379 5.3901 -1.7689
6 H 1.1809 5.5246 -0.5336
7 H 0.9458 6.0540 -2.2081
8 H -0.2052 3.9995 -1.9926
9 H 1.0999 2.5379 -3.5979
10 H 2.3910 3.7401 -3.5930
11 H 0.7504 4.2256 -4.0380
12 H 0.9069 3.2752 -0.2002
13 C 5.6184 2.6366 4.1776
14 C 4.5494 2.8428 3.1216
15 C 3.1733 2.3791 3.5684
16 O 4.4737 4.2642 2.8294
17 H 5.6758 1.6066 4.5032
18 H 5.3792 3.1747 5.1035
19 H 6.6515 2.8072 3.9023
20 H 4.9617 2.3781 2.2095
21 H 3.0032 2.7036 4.5974
22 H 3.0688 1.2628 3.5925
23 H 2.3660 2.6549 2.8857
24 H 5.1806 4.3125 2.1941
25 C -3.3776 3.6654 -2.6256
26 C -3.9912 4.5039 -3.7406
27 C -3.4834 5.9829 -3.7568
28 O -3.8352 3.8126 -4.9356
29 H -2.3405 3.5934 -2.9303
30 H -3.8929 2.7685 -2.7362
31 H -3.4332 4.0775 -1.6219
32 H -5.1341 4.6191 -3.5793
33 H -2.3397 5.9193 -3.7477
34 H -3.7811 6.4903 -2.8523
35 H -3.8978 6.4564 -4.6146
36 H -3.9962 4.4327 -5.6626
37 C 5.8459 -0.1270 -4.1897
38 C 4.4863 0.2447 -3.5603
39 C 3.3707 -0.4029 -4.4111
40 O 4.3929 -0.1960 -2.2109
41 H 6.6420 0.5391 -3.8272
42 H 5.8357 0.0961 -5.2449
43 H 6.1980 -1.1791 -4.1465
44 H 4.2859 1.3576 -3.4955
45 H 2.4360 0.0319 -4.0931
46 H 3.3885 -1.5142 -4.3634
47 H 3.4682 -0.1150 -5.4736
48 H 3.4706 -0.0102 -1.9415
49 C 1.3354 -6.1337 -0.3066
50 C -0.0918 -5.8316 -0.5534
51 C -0.8964 -7.0084 -0.8783
52 O -0.5847 -5.1569 0.6111
53 H 1.8134 -6.7422 -1.0551
54 H 1.4329 -6.7511 0.6041
55 H 1.8437 -5.2497 -0.1175
56 H -0.0642 -5.1533 -1.3796
57 H -0.2719 -7.5259 -1.6015
58 H -1.8840 -6.9297 -1.3584
59 H -1.1080 -7.6741 -0.0243
60 H -1.4982 -5.3425 0.6471
61 C -2.7719 -6.5311 3.2499
62 C -3.8129 -6.4058 2.0887
63 C -5.1805 -6.1700 2.7298
64 O -3.4281 -5.3671 1.1429
65 H -3.0651 -7.2961 3.9623
66 H -2.6505 -5.4941 3.6528
67 H -1.8036 -6.6954 2.7615
68 H -3.8662 -7.3573 1.5132
69 H -5.3022 -5.1467 3.0798
70 H -5.3884 -6.8230 3.5674
71 H -6.0380 -6.3625 2.0351
72 H -3.5549 -4.4636 1.4691
73 C -4.6754 -1.8056 4.2193
74 C -4.3674 -1.8737 2.7266
75 C -3.6672 -0.6957 2.1059
76 O -3.5956 -3.1556 2.5719
77 H -3.8388 -1.4811 4.8882
78 H -5.0789 -2.7442 4.6441
79 H -5.5260 -1.1089 4.3630
80 H -5.2446 -1.9930 2.0907
81 H -3.7769 -0.7978 1.0325
82 H -2.6081 -0.6112 2.2820
83 H -4.1954 0.2777 2.3465
84 H -2.6206 -2.9344 2.5632
85 C 5.7567 -2.9540 0.9004
86 C 6.2866 -1.5558 1.2375
87 C 7.7053 -1.4282 0.7272
88 O 5.5799 -0.4481 0.6598
89 H 5.8526 -3.1515 -0.1443
90 H 4.7018 -3.1088 1.0289
91 H 6.4093 -3.7336 1.3677
92 H 6.2955 -1.4108 2.3474
93 H 7.7473 -1.7994 -0.2938
94 H 8.4457 -2.0358 1.2645
95 H 8.1256 -0.4462 0.9827
96 H 5.3303 -0.7343 -0.2213
97 C -5.7794 0.9304 -2.2320
98 C -6.4825 0.7854 -3.5819
99 C -7.9780 0.8254 -3.3725
100 O -6.1677 1.8057 -4.4739
101 H -6.0526 1.9196 -1.8537
102 H -4.7406 0.9136 -2.4607
103 H -6.0659 0.1494 -1.5001
104 H -6.1259 -0.1621 -3.9523
105 H -8.3912 0.7738 -4.3799
106 H -8.3633 1.8125 -3.0256
107 H -8.3585 -0.0818 -2.9135
108 H -5.2445 1.8383 -4.5237
109 C 2.5180 5.5210 5.8109
110 C 1.3079 5.1142 4.8813
111 C 0.1422 6.0665 5.1217
112 O 1.5697 5.0655 3.4947
113 H 2.1998 5.4552 6.8229
114 H 2.8188 6.5870 5.6433
115 H 3.3614 4.9394 5.6492
116 H 1.1327 4.0798 5.1560
117 H -0.6537 5.8881 4.3485
118 H 0.4705 7.1131 5.0247
119 H -0.1773 5.9720 6.1954
120 H 2.5234 4.9908 3.2985
121 C 1.2999 -3.7096 3.1777
122 C -0.0246 -3.0828 3.4202
123 C -0.0777 -1.7846 4.1199
124 O -0.8020 -2.8519 2.2605
125 H 1.1296 -4.5736 2.5323
126 H 1.7744 -4.0948 4.0923
127 H 2.1053 -3.0666 2.7441
128 H -0.5779 -3.7956 4.0258
129 H 0.5838 -0.9917 3.6431
130 H 0.1960 -1.7860 5.1762
131 H -1.1122 -1.3683 4.1037
132 H -0.5672 -3.4417 1.5585
133 C -0.9934 0.0171 -4.8126
134 C -2.1861 -0.3268 -3.9086
135 C -1.9619 -0.1044 -2.4106
136 O -3.4438 0.2565 -4.3630
137 H -1.2727 -0.2806 -5.8251
138 H -0.1843 -0.6284 -4.4938
139 H -0.7631 1.1096 -4.8413
140 H -2.2224 -1.3822 -4.0926
141 H -1.8623 0.9616 -2.1588
142 H -1.0673 -0.6239 -2.1342
143 H -2.7399 -0.4838 -1.7734
144 H -3.2805 0.8038 -5.1170
145 C -1.8961 2.4391 0.5411
146 C -1.1462 2.8899 1.8059
147 C -0.5000 1.7459 2.4555
148 O -0.1521 3.8407 1.3347
149 H -2.8832 1.9382 0.6414
150 H -1.2042 1.8891 -0.0564
151 H -2.1133 3.3980 -0.0440
152 H -1.7461 3.3117 2.5437
153 H 0.0858 2.0727 3.3260
154 H 0.0970 1.1555 1.7906
155 H -1.3063 1.0575 2.7319
156 H 0.4143 3.9514 2.1039
157 C -6.3550 -4.0964 -1.5043
158 C -5.8170 -3.3028 -2.6533
159 C -4.3083 -3.0517 -2.5410
160 O -6.0108 -4.0163 -3.8909
161 H -5.7999 -5.0335 -1.2941
162 H -7.4008 -4.2952 -1.7148
163 H -6.1385 -3.4436 -0.5848
164 H -6.3407 -2.3456 -2.6907
165 H -3.7641 -3.5230 -1.7574
166 H -4.0959 -2.0242 -2.3723
167 H -3.8758 -3.4051 -3.4718
168 H -6.9485 -3.7694 -4.0974
169 C 4.9825 2.8654 -0.7137
170 C 6.2946 2.4307 -0.0451
171 C 7.4385 2.1093 -1.0714
172 O 6.8106 3.4381 0.8512
173 H 5.0207 3.8207 -1.2031
174 H 4.1451 2.9608 0.0647
175 H 4.6853 2.1380 -1.4809
176 H 6.0557 1.5432 0.6229
177 H 7.3279 2.9705 -1.8056
178 H 7.2341 1.1445 -1.5775
179 H 8.3916 2.1218 -0.5039
180 H 7.4467 3.9250 0.3397
181 C 1.6782 -2.0697 -0.4124
182 C 1.5047 -0.5670 -0.2557
183 C 2.5183 -0.0787 0.8225
184 O 1.7012 0.1345 -1.5163
185 H 0.9010 -2.5614 -0.9169
186 H 1.7589 -2.3561 0.5985
187 H 2.6093 -2.2985 -0.9274
188 H 0.5280 -0.4420 0.1404
189 H 3.5176 -0.5159 0.6013
190 H 2.2831 -0.5651 1.8007
191 H 2.5799 0.9844 0.8790
192 H 1.3195 1.0537 -1.5055



# 4
C5H7NO2 as an isolated structure in a non-equilibrium geometry, computed with ωB97M-V/def2-TZVPD.

## Properties
E_tot, a.u.: -399.7376
ΔE to the lowest compared entry with this formula, charge and spin, kcal/mol: 143.1
HOMO-LUMO gap, eV: 9.3
LUMO, Eh: 0.0110
E_HOMO, eV: -8.9841
Largest force on an atom, eV/Å: 8.30

Atoms and positions in Å:
1 C -1.0441 -0.4670 -0.0184
2 C -0.1027 0.4711 -0.8530
3 C 1.1509 -0.5089 -0.7332
4 C 0.0478 0.1245 1.0276
5 C 0.1374 1.3962 0.1740
6 H -2.7227 -0.0253 0.6642
7 H -1.6732 -1.4026 -0.0391
8 H -0.3291 0.5311 -1.8680
9 H 1.2478 -1.5543 -1.1481
10 H 1.9308 -0.0902 -1.2776
11 H 1.6568 -1.4201 1.3180
12 H -0.1908 0.3356 2.0349
13 N 1.3715 -0.4291 0.6767
14 O -2.2627 0.5496 -0.0169
15 O 0.7823 2.4893 0.0588